[1]
Below is 2 unconnected molecules or ions with the total composition CH2N2S in a non-equilibrium geometry, with properties calculated with ωB97M-V with the def2-TZVPD basis set.

Properties
ΔE to the lowest compared entry with this formula, charge and spin, kJ/mol: 209.25
E_tot, eV: -14881.4119
Strongest force on any atom, eV Å⁻¹: 1.48
HOMO energy (alpha / beta), eV: -8.4 / -8.4
Gap between HOMO and LUMO (alpha / beta), eV: 7.438 / 7.436

Structure (XYZ):
```
6
Properties=species:S:1:pos:R:3:mulliken_charge:R:1
C 1.0250 -1.1257 -0.3538 -0.073
N 1.0565 -0.7387 -1.4513 -0.196
N -1.5943 0.7266 1.0323 -0.319
S -1.2925 1.3088 2.4267 0.021
H -0.7647 0.3514 0.6368 0.290
H 1.5699 -0.5224 -2.2908 0.277
```

***

[2]
Below is 2 unconnected molecules or ions with the total composition C5H16NO in a non-equilibrium geometry, with properties calculated with ωB97M-V with the def2-TZVPD basis set.

Properties
ΔE to the lowest compared entry with this formula, charge and spin, kJ/mol: 101.64
E_tot, eV: -8975.4616
Strongest force on any atom, eV Å⁻¹: 2.05
Net charge: +1
HOMO energy, eV: -14.9
Gap between HOMO and LUMO, eV: 11.265

Structure (XYZ):
```
23
Properties=species:S:1:pos:R:3:mulliken_charge:R:1
C -1.3434 -0.9501 -0.3175 -0.692
C -0.7587 -0.1427 -1.4723 -0.449
C 0.5185 0.6930 -1.1735 -0.721
C 0.4691 1.5409 0.1068 -0.205
C -0.7310 2.4602 0.2300 -1.273
N -0.2966 -1.6889 0.4885 -0.220
H -1.9131 -0.3986 0.4255 0.334
H -2.0286 -1.6974 -0.7203 0.384
H -1.5691 0.5209 -1.7772 0.325
H -0.5677 -0.8100 -2.3073 0.382
H 0.7541 1.2056 -2.0998 0.358
H 1.3059 -0.0420 -0.9559 0.326
H 1.3885 2.1338 0.1182 0.446
H 0.5600 0.9528 1.0278 0.095
H -1.5616 1.9677 0.7397 0.288
H -0.5025 3.3383 0.8342 0.376
H -1.1566 2.8234 -0.7061 0.308
H -0.6960 -2.4090 1.0799 0.345
H 0.3183 -0.9448 0.8577 0.188
H 0.3578 -2.2223 -0.1037 0.396
H 3.2049 -1.9492 2.0621 0.331
H 1.9870 -2.5894 1.6216 0.288
O 2.2608 -1.7922 2.0417 -0.610
```

***

[3]
Below is C5H12N2O in the gas phase in a non-equilibrium geometry, with properties calculated with ωB97M-V with the def2-TZVPD basis set.

Properties
ΔE to the lowest compared entry with this formula, charge and spin, kJ/mol: 166.39
E_tot, eV: -10406.6994
Strongest force on any atom, eV Å⁻¹: 1.34
HOMO energy, eV: -9.1
Gap between HOMO and LUMO, eV: 10.121
SMILES: N/C=N/CCCCO

Structure (XYZ):
```
20
Properties=species:S:1:pos:R:3:mulliken_charge:R:1
C -0.0478 1.7475 -1.8295 -0.381
O 0.7762 1.7830 -2.9955 -0.500
C -0.4523 0.3293 -1.4486 -0.695
C 0.6946 -0.5778 -0.9612 -0.513
C 0.8623 -0.5613 0.5407 -0.670
N -1.5178 -1.0354 3.2091 -0.405
C -0.3739 -0.8087 2.4924 -0.051
N -0.3554 -0.9184 1.2342 -0.527
H -0.9540 2.2476 -2.1435 0.283
H 0.4719 2.2448 -1.0068 0.234
H 1.4528 1.0911 -2.9860 0.314
H -1.2184 0.3646 -0.6565 0.370
H -1.0737 -0.1119 -2.2333 0.316
H 0.5029 -1.5605 -1.3862 0.311
H 1.6183 -0.2069 -1.3996 0.326
H 1.2102 0.4383 0.8297 0.349
H 1.7262 -1.1973 0.7785 0.393
H -2.2954 -1.4310 2.6986 0.254
H -1.4697 -1.3787 4.1519 0.232
H 0.4428 -0.4583 3.1115 0.360
```

***

[4]
Below is a gas-phase ion, C2H3N4 (charge +1) in a non-equilibrium geometry, with properties calculated with ωB97M-V with the def2-TZVPD basis set.

Properties
ΔE to the lowest compared entry with this formula, charge and spin, kJ/mol: 187.99
E_tot, eV: -8069.6389
Strongest force on any atom, eV Å⁻¹: 3.03
Net charge: +1
HOMO energy, eV: -14.7
Gap between HOMO and LUMO, eV: 8.147

Structure (XYZ):
```
9
Properties=species:S:1:pos:R:3:mulliken_charge:R:1
C 2.7740 0.6820 0.1082 0.127
C 0.5033 1.0017 0.0101 0.360
N 1.6481 1.3834 -0.1103 -0.030
N 2.6321 -0.5208 0.0072 0.449
N 1.8319 -1.4352 0.0600 -0.537
N -0.7487 1.1802 0.1774 -0.314
H 1.9761 -2.1106 -0.6307 0.284
H -1.1254 1.9446 0.7739 0.316
H -1.4011 0.7035 -0.5795 0.345
```

***

[5]
Below is 2 unconnected molecules or ions with the total composition C2H8O in a non-equilibrium geometry, with properties calculated with ωB97M-V with the def2-TZVPD basis set.

Properties
ΔE to the lowest compared entry with this formula, charge and spin, kJ/mol: 12.13
E_tot, eV: -4250.9758
Strongest force on any atom, eV Å⁻¹: 1.87
HOMO energy, eV: -11.6
Gap between HOMO and LUMO, eV: 12.399
SMILES: CC.O

Structure (XYZ):
```
11
Properties=species:S:1:pos:R:3:mulliken_charge:R:1
C 0.0000 0.0000 0.0000 -0.616
C 0.2142 0.9601 -1.0949 -0.795
H 0.4722 0.3518 0.9327 0.120
H 0.5044 -0.9266 -0.3220 0.250
H -1.0589 -0.2294 0.2065 0.270
H -0.4335 0.6384 -1.9278 0.260
H 1.2573 0.9912 -1.4522 0.265
H -0.0838 1.9774 -0.7902 0.257
O 1.0914 2.3621 3.4497 -0.652
H 1.5230 1.4782 3.4758 0.316
H 1.6139 2.8739 2.7915 0.323
```

***

[6]
Below is a molecular structure, C42H38BaIN6O3PS3Se2, with properties calculated with ωB97M-V with the def2-TZVPD basis set.

Properties
ΔE to the lowest compared entry with this formula, charge and spin, kJ/mol: 37.98
E_tot, eV: -240543.4885
Strongest force on any atom, eV Å⁻¹: 0.79
Net charge: -2
HOMO energy, eV: -3.3
Gap between HOMO and LUMO, eV: 6.833

Structure (XYZ):
```
97
Properties=species:S:1:pos:R:3:mulliken_charge:R:1
Ba 0.0101 -0.0837 0.2376 0.935
C 3.4834 -0.5822 -0.5294 -0.979
N 2.6466 -1.5998 0.1220 1.187
C 2.4284 -2.7452 -0.7782 -1.102
C 1.1378 -3.4802 -0.4706 -0.594
N -0.0272 -2.7415 -0.9841 0.673
C -1.2713 -3.2319 -0.3734 -0.583
C -0.0947 -2.8005 -2.4396 -1.297
C -0.3464 -4.0363 -3.0380 -0.306
C -0.4486 -4.1843 -4.4073 -0.981
C -0.2919 -3.0578 -5.2100 -0.575
C -0.0284 -1.8313 -4.6306 -0.762
C 0.0887 -1.6563 -3.2343 1.508
S 0.4566 -0.0467 -2.6331 -0.261
C 3.1913 -2.0323 1.3996 -1.219
C 4.5351 -2.4020 1.4574 -0.232
C 5.1336 -2.8227 2.6310 -0.857
C 4.3609 -2.8865 3.7855 -0.479
C 3.0241 -2.5379 3.7393 -0.634
C 2.3929 -2.1035 2.5569 0.934
S 0.6809 -1.7119 2.6266 -0.600
H 4.4461 -0.9765 -0.8847 0.325
H 3.6778 0.2300 0.1708 0.297
H 2.9433 -0.1815 -1.3886 0.322
H 3.2683 -3.4496 -0.7143 0.303
H 2.3888 -2.3712 -1.8047 0.574
H 1.0288 -3.5769 0.6112 0.583
H 1.1816 -4.4912 -0.8998 0.300
H -1.4962 -4.2744 -0.6284 0.333
H -2.1082 -2.6111 -0.7016 -0.065
H -1.1806 -3.1580 0.7138 0.455
H -0.4800 -4.9086 -2.4069 0.233
H -0.6563 -5.1559 -4.8406 0.356
H -0.3722 -3.1403 -6.2884 0.364
H 0.0965 -0.9497 -5.2476 0.418
H 5.1311 -2.3571 0.5529 0.264
H 6.1824 -3.0918 2.6435 0.367
H 4.8033 -3.2086 4.7219 0.345
H 2.4161 -2.5909 4.6335 0.401
Se 2.4240 2.8750 1.0536 -0.493
P 0.6181 4.0046 1.2702 0.723
Se -1.2008 3.3474 0.3303 -0.569
C 0.9999 5.7197 0.7437 0.069
C 0.5488 6.2078 -0.4756 -0.320
C 0.9437 7.4673 -0.9138 -0.554
C 1.7848 8.2461 -0.1318 -0.361
C 2.2332 7.7630 1.0924 -0.592
C 1.8476 6.5038 1.5249 -0.446
C 0.2328 4.2250 3.0462 0.305
C 0.7347 3.3486 3.9984 -0.381
C 0.3653 3.4839 5.3322 -0.652
C -0.4952 4.5008 5.7183 -0.343
C -0.9985 5.3820 4.7668 -0.659
C -0.6424 5.2395 3.4352 -0.269
H -0.1165 5.5945 -1.0714 0.296
H 0.5918 7.8398 -1.8683 0.366
H 2.0920 9.2277 -0.4730 0.358
H 2.8906 8.3680 1.7056 0.360
H 2.2091 6.1179 2.4711 0.352
H 1.4140 2.5635 3.6892 0.301
H 0.7512 2.7905 6.0694 0.389
H -0.7805 4.6059 6.7584 0.365
H -1.6786 6.1714 5.0636 0.369
H -1.0524 5.9061 2.6850 0.352
I -4.1219 -2.5047 -3.2837 0.024
C -3.3934 -0.5984 -3.7974 -0.069
C -3.3503 -0.2445 -5.1402 -0.489
C -2.8787 1.0214 -5.4439 -0.281
C -2.4706 1.8596 -4.4192 -0.591
C -2.5407 1.3944 -3.1188 -0.376
N -3.0082 0.1797 -2.8110 0.214
H -3.6717 -0.9342 -5.9067 0.396
H -2.8273 1.3424 -6.4773 0.367
H -2.0919 2.8528 -4.6197 0.410
H -2.2152 2.0048 -2.2843 0.406
O -9.8542 -2.6932 0.1522 -0.665
S -10.1648 -3.2065 1.4694 1.168
O -10.7838 -4.5159 1.4783 -0.693
O -10.7532 -2.2406 2.3866 -0.695
C -8.5454 -3.4606 2.2691 0.120
N -8.5164 -4.3181 3.2960 -0.499
C -7.3616 -4.4168 3.9370 -0.322
C -6.2359 -3.6927 3.5849 -0.587
C -6.3636 -2.8439 2.4960 0.476
N -7.5163 -2.7358 1.8402 -0.346
C -5.2215 -2.0295 1.9843 1.208
C -5.2923 -1.4315 0.7313 -0.584
C -4.1998 -0.7223 0.2575 -0.799
N -3.0652 -0.5759 0.9486 0.178
C -3.0128 -1.1285 2.1646 -0.385
C -4.0525 -1.8528 2.7168 -0.993
H -7.3294 -5.1128 4.7710 0.404
H -5.3089 -3.8106 4.1269 0.305
H -6.1946 -1.5411 0.1434 0.652
H -4.2170 -0.2620 -0.7231 0.466
H -2.0890 -0.9985 2.7228 0.361
H -3.9376 -2.2583 3.7133 0.295
```